A cluster of 2 separate species, C3H4NO2 in total in a non-equilibrium geometry. Source: OMol25; level of theory: ωB97M-V with the def2-TZVPD basis set.

Computed properties:
orbital gap: 7.37 eV
calculated total energy: -8760.4788 eV
energy relative to the best compared isomer or geometry (same formula, charge and spin): 44.6 kcal/mol
highest occupied orbital energy: -2.960 eV
net charge: -1

Bonds (Å) are listed after each position.
Positions of all 10 atoms, in Å:
1 C 0.08255 0.53669 0.12847  C3 1.464, N4 1.258
2 C 1.23987 -0.76204 1.28901  O5 1.180, O6 1.187
3 C -1.04098 -0.08841 -0.57260  C1 1.464, H7 1.088, H8 1.159, H9 1.130
4 N 0.65028 1.53762 -0.38060  C1 1.258, H10 1.029
5 O 1.87486 -0.31562 2.17778  C2 1.180
6 O 0.93435 -1.82849 0.86559  C2 1.187
7 H -0.98170 0.36427 -1.56071  C3 1.088
8 H -2.05974 -0.18921 -0.02861  C3 1.159
9 H -0.89490 -1.20048 -0.70927  C3 1.130
10 H 0.19541 1.94567 -1.20906  N4 1.029